The following is a DFT calculation (the ωB97M-V functional and the def2-TZVPD basis) of a cluster of 9 separate species, C20H63N5O9 in total in a non-equilibrium geometry.

Each line ends with the Löwdin charge.
Geometry (Å):
C 0.97129 -0.15005 -4.75493  -0.050
C -0.28428 -0.95306 -4.32996  -0.364
C -0.54630 -1.04460 -2.77912  -0.153
O -1.63701 -1.80576 -2.51978  0.053
C -1.84707 -2.00926 -1.04540  0.063
N -1.35618 -0.18314 -4.95992  0.038
H 0.87715 0.90423 -4.49470  0.082
H 1.07759 -0.28688 -5.83107  0.088
H 1.92384 -0.41368 -4.29533  0.076
H -0.07197 -1.92543 -4.77440  0.142
H -0.56621 -0.04078 -2.35480  0.147
H 0.29685 -1.58277 -2.34601  0.151
H -1.00768 -2.17259 -0.36949  0.101
H -2.39844 -2.93685 -0.89152  0.113
H -2.36016 -1.12992 -0.65605  0.104
H -1.42151 -0.34761 -5.95428  0.092
H -2.25912 -0.62657 -4.86948  0.071
C -3.83470 3.63389 -1.87394  -0.037
C -3.87254 2.17318 -2.32704  -0.440
C -4.39020 2.09273 -3.78403  -0.109
O -5.46881 1.09477 -3.89094  -0.154
C -5.89811 0.74816 -5.06472  -0.214
N -2.58175 1.62355 -2.14817  0.069
H -4.85966 3.99963 -1.93542  0.090
H -3.36482 4.12571 -2.72565  0.086
H -3.30834 3.87043 -0.94924  0.089
H -4.55819 1.59296 -1.70953  0.133
H -3.57469 1.90809 -4.48327  0.122
H -4.77591 3.06603 -4.08734  0.125
H -6.94475 0.44429 -5.08206  0.097
H -5.42996 -0.15588 -5.45414  0.083
H -5.81305 1.53515 -5.81407  0.097
H -2.42762 0.96263 -2.89619  0.045
H -1.97748 2.34286 -2.51904  0.071
C 0.50892 -6.00248 1.78027  -0.069
C 1.54078 -5.45047 2.75590  -0.444
C 0.92442 -4.31649 3.58098  -0.165
O 0.83975 -3.23739 2.65178  -0.221
C 0.37873 -2.05131 3.15852  -0.134
N 1.95791 -6.52522 3.65676  0.044
H 0.12691 -5.21444 1.13129  0.056
H -0.33857 -6.44441 2.30425  0.083
H 1.13466 -6.73488 1.27021  0.083
H 2.38653 -5.19761 2.11646  0.109
H 1.61335 -4.07130 4.38930  0.129
H -0.05490 -4.60125 3.96560  0.132
H -0.35557 -2.13526 3.95968  0.096
H -0.20331 -1.51611 2.40826  0.068
H 1.22422 -1.46614 3.52022  0.095
H 2.45788 -7.08659 2.98222  0.069
H 1.20025 -7.08857 4.01546  0.075
C 1.83319 2.61618 2.57484  -0.045
C 1.77176 4.16847 2.92604  -0.394
C 3.07378 4.68362 3.46781  -0.229
O 2.93849 5.89268 4.21512  -0.187
C 2.35589 5.73080 5.51899  -0.080
N 1.43244 4.99663 1.72789  0.036
H 2.71035 2.26266 2.03289  0.070
H 0.96008 2.37275 1.96942  0.036
H 1.59543 1.96769 3.41807  0.070
H 0.93352 4.37815 3.59050  0.116
H 3.79239 4.84234 2.66374  0.131
H 3.48565 3.87748 4.07493  0.114
H 2.67904 4.77875 5.94004  0.084
H 1.27556 5.69897 5.37767  0.079
H 2.69975 6.52181 6.18545  0.091
H 1.91323 5.88423 1.76146  0.064
H 1.95983 4.44202 1.06880  0.043
C 2.02424 -3.89125 -0.67879  -0.052
C 3.36365 -3.24884 -0.46356  -0.473
C 3.35594 -1.80097 -0.20392  -0.153
O 2.73803 -1.02126 -1.28907  -0.163
C 2.46480 0.30028 -1.02148  -0.117
N 4.02330 -3.94895 0.61805  0.068
H 1.73624 -3.53753 -1.66875  0.070
H 1.33200 -3.56924 0.09917  0.059
H 2.05955 -4.98019 -0.71104  0.090
H 3.90910 -3.37015 -1.39944  0.150
H 4.40907 -1.54851 -0.08023  0.136
H 2.89443 -1.54062 0.74861  0.129
H 1.87503 0.30254 -0.10481  0.084
H 2.05085 0.90388 -1.82919  0.080
H 3.42814 0.76955 -0.82178  0.104
H 4.95993 -3.59739 0.75670  0.083
H 3.48922 -3.71378 1.44240  0.059
O 0.11755 2.84925 -1.68297  -0.058
H 0.63055 3.54592 -1.27344  0.042
H -0.05879 2.23198 -0.97296  -0.037
O -1.36443 1.97870 3.69606  -0.049
H -1.32037 2.89991 3.95230  0.037
H -2.02065 1.95445 2.99961  -0.012
O -0.76793 1.42492 0.47080  -0.054
H -0.76326 0.70120 1.09725  0.042
H -1.49570 1.22736 -0.11871  -0.008
O -3.75493 1.36630 1.66505  -0.032
H -3.68131 1.63615 0.74963  0.011
H -4.69679 1.34750 1.83470  0.053

Values from the calculation:
2S+1 = 2
relative energy (zero: lowest compared OMol25 entry of this formula, charge and spin) = 173.0 kJ/mol
Kohn-Sham gap (spin up / spin down) = 8.76 / 2.07 eV
highest occupied orbital energy (spin up / spin down) = -10.934 / -10.934 eV
charge = +1
total energy = -47625.615 eV

---

The following is a DFT calculation (the ωB97M-V functional and the def2-TZVPD basis) of a structure of composition C24H20N4ORuSbSe4 in a non-equilibrium geometry.

Each line ends with the Löwdin charge.
Geometry (Å):
Ru 0.13853 0.25669 0.02231  0.947
O -3.62552 1.05969 1.33212  0.001
C -2.45726 0.68305 1.14442  -0.511
N -1.83642 0.50050 -0.00150  -0.171
C -2.36461 0.97293 -1.25589  -0.170
C -1.42392 0.55165 -2.37119  -0.233
C -1.84881 0.47459 -3.69080  -0.024
C -0.95515 0.12980 -4.68801  -0.079
C 0.35515 -0.11896 -4.33964  -0.057
C 0.71990 -0.01568 -3.00408  -0.098
N -0.13736 0.29532 -2.04131  -0.053
C -1.54329 0.29670 2.30483  -0.162
C -2.02915 0.25622 3.59153  -0.008
C -1.19455 -0.15023 4.62481  -0.063
C 0.09569 -0.52156 4.32040  -0.064
C 0.52564 -0.44846 3.00222  -0.166
N -0.25825 -0.02732 2.01511  -0.030
H -2.39749 2.07185 -1.24092  0.116
H -3.38342 0.62070 -1.43910  0.122
H -2.88415 0.69235 -3.92253  0.111
H -1.28139 0.05060 -5.71817  0.100
H 1.09644 -0.38329 -5.08169  0.101
H 1.73679 -0.20330 -2.68463  0.116
H -3.06195 0.53749 3.74599  0.112
H -1.54654 -0.16615 5.64940  0.101
H 0.78856 -0.84610 5.08479  0.105
H 1.53704 -0.71288 2.73360  0.063
N 2.31951 0.13923 0.12711  -0.069
C 3.09626 -1.07212 0.17943  -0.232
C 4.38631 -0.95686 0.69841  -0.033
C 5.22729 -2.05043 0.78353  -0.093
C 4.75957 -3.28677 0.36038  -0.109
C 3.47098 -3.40182 -0.13199  -0.060
C 2.60200 -2.30560 -0.25941  -0.116
C 1.21415 -2.56249 -0.78478  -0.199
C 1.06225 -3.67022 -1.63410  -0.087
C -0.18225 -4.14585 -2.00917  -0.124
C -1.31162 -3.52224 -1.49050  -0.121
C -1.16384 -2.37216 -0.73020  -0.132
C 0.08523 -1.80753 -0.38726  -0.168
H 2.55915 0.68609 0.97618  -0.105
H 2.63557 0.73052 -0.63793  0.076
H 4.70952 0.01282 1.06347  0.085
H 6.22660 -1.93906 1.18585  0.097
H 5.38658 -4.16850 0.43282  0.089
H 3.11115 -4.38504 -0.40293  0.094
H 1.94315 -4.14741 -2.05030  0.094
H -0.26719 -4.99774 -2.67407  0.084
H -2.30338 -3.90318 -1.71484  0.087
H -2.06380 -1.87769 -0.38163  0.080
Se 1.81943 5.59267 3.04838  -0.421
Sb 2.35618 3.61454 1.54683  -0.335
Se 0.41792 2.68706 -0.04447  0.047
Se 3.03378 1.74024 2.99190  -0.135
Se 4.34698 4.33932 0.33320  -0.402

Values from the calculation:
2S+1 = 2
relative energy (zero: lowest compared OMol25 entry of this formula, charge and spin) = 0.0 kJ/mol
Kohn-Sham gap (spin up / spin down) = 4.86 / 4.77 eV
highest occupied orbital energy (spin up / spin down) = -0.829 / -0.825 eV
charge = -2
total energy = -303730.334 eV

---

The following is a DFT calculation (the ωB97M-V functional and the def2-TZVPD basis) of a cluster of 2 separate species, C4H14NO in total in a non-equilibrium geometry.

Each line ends with the Löwdin charge.
Geometry (Å):
C 0.25436 1.61200 -0.90949  -0.041
C -0.07773 0.90806 0.37941  -0.388
N -0.87655 -0.35492 0.16298  0.039
C -1.95185 -0.26179 -0.85923  0.013
C 1.13344 0.52887 1.20397  -0.048
H -0.56137 2.25140 -1.23610  0.092
H 0.69929 0.88682 -1.59334  0.104
H 1.04469 2.32877 -0.67613  0.103
H -0.65256 1.60115 0.99975  0.156
H -0.17030 -1.03663 -0.12851  0.125
H -1.25270 -0.66500 1.05426  0.182
H -2.32361 0.75909 -0.89880  0.103
H -1.53090 -0.40492 -1.85285  0.110
H -2.75387 -0.93880 -0.66907  0.099
H 1.80784 0.01347 0.50273  0.088
H 0.94105 -0.16737 1.96824  0.069
H 1.79077 1.32024 1.55243  0.104
H 1.73746 -2.74257 1.07650  0.063
H 1.49252 -3.15501 -0.36719  0.074
O 1.25000 -2.48284 0.29045  -0.047

Values from the calculation:
relative energy (zero: lowest compared OMol25 entry of this formula, charge and spin) = 51.1 kJ/mol
Kohn-Sham gap = 12.84 eV
highest occupied orbital energy = -15.802 eV
charge = +1
total energy = -7906.425 eV

---

The following is a DFT calculation (the ωB97M-V functional and the def2-TZVPD basis) of the ion C4H9N2O2 with charge -1 in a non-equilibrium geometry.

Each line ends with the Löwdin charge.
Geometry (Å):
C -0.59628 -0.85502 -0.40870  -0.211
N -0.92504 -0.32611 0.86642  -0.055
C -2.16854 0.52392 0.81530  -0.594
O -3.25783 -0.14482 0.49482  -0.324
C 0.36375 0.03877 -1.27525  -0.210
N 1.32540 0.82186 -0.86150  0.150
C 2.29016 0.18865 0.37260  -0.513
O 1.97036 0.40037 1.55794  -0.161
H -0.16226 -1.85509 -0.29509  0.105
H -1.51984 -0.87902 -0.98588  0.104
H -0.19161 0.12551 1.39563  0.068
H -1.98061 1.37643 0.08380  0.076
H -2.16072 1.00702 1.82562  0.080
H 0.00881 0.28117 -2.26961  0.107
H 1.46044 -0.47058 -1.40176  0.202
H 3.20828 0.67939 -0.00736  0.084
H 2.33554 -0.91245 0.09302  0.091

Values from the calculation:
relative energy (zero: lowest compared OMol25 entry of this formula, charge and spin) = 795.3 kJ/mol
Kohn-Sham gap = 4.59 eV
highest occupied orbital energy = -2.652 eV
charge = -1
total energy = -11362.923 eV